# 1
{"formula": "C37H40Cl2FN6O4S2Ti", "method": "ωB97M-V with the def2-TZVPD basis set", "symbols": ["Ti", "C", "C", "N", "N", "C", "N", "S", "C", "C", "C", "C", "C", "N", "H", "H", "H", "H", "H", "H", "H", "H", "H", "H", "C", "C", "C", "C", "C", "C", "C", "C", "C", "C", "C", "C", "N", "C", "C", "C", "C", "C", "C", "F", "H", "H", "H", "H", "H", "H", "H", "H", "H", "H", "H", "H", "H", "H", "H", "H", "H", "H", "H", "H", "H", "S", "C", "N", "C", "C", "C", "C", "C", "C", "H", "H", "H", "H", "H", "C", "O", "C", "O", "H", "H", "H", "Cl", "C", "Cl", "C", "O", "O", "H"], "coordinates": [[12.32, 10.98, 12.17], [11.08, 17.04, 12.66], [10.68, 15.73, 11.90], [11.46, 14.76, 11.65], [12.74, 14.84, 12.24], [13.67, 13.90, 12.00], [14.66, 13.94, 12.95], [13.63, 12.75, 10.78], [9.24, 15.71, 11.38], [8.37, 16.62, 11.89], [7.07, 16.61, 11.40], [6.73, 15.68, 10.40], [7.68, 14.71, 10.07], [8.95, 14.79, 10.46], [10.65, 17.04, 13.64], [10.81, 17.80, 11.97], [12.16, 17.03, 12.86], [12.71, 15.21, 13.25], [14.61, 14.33, 13.88], [15.44, 13.32, 12.78], [8.54, 17.30, 12.66], [6.29, 17.29, 11.74], [5.71, 15.71, 10.04], [7.51, 13.99, 9.27], [16.38, 9.68, 11.16], [15.21, 9.71, 10.17], [15.74, 9.88, 8.68], [14.34, 8.46, 10.49], [14.90, 7.24, 10.59], [14.15, 6.08, 10.93], [12.74, 6.15, 10.92], [12.09, 7.39, 10.66], [10.56, 7.49, 10.45], [9.81, 6.31, 11.18], [10.11, 7.48, 8.95], [12.93, 8.51, 10.50], [12.33, 9.80, 10.60], [11.93, 10.34, 9.32], [12.19, 9.97, 7.99], [11.66, 10.77, 6.88], [11.01, 11.98, 7.15], [10.74, 12.38, 8.44], [11.15, 11.54, 9.44], [10.92, 11.91, 10.79], [16.94, 10.62, 11.30], [17.13, 8.96, 10.71], [16.07, 9.28, 12.15], [14.70, 10.56, 10.44], [15.02, 9.44, 7.99], [16.71, 9.41, 8.48], [15.94, 10.93, 8.53], [15.97, 7.04, 10.65], [14.68, 5.14, 11.11], [12.12, 5.30, 11.17], [10.24, 8.45, 10.76], [10.18, 5.28, 10.85], [8.78, 6.53, 10.98], [9.98, 6.41, 12.25], [10.53, 6.69, 8.35], [10.47, 8.38, 8.41], [9.02, 7.49, 8.98], [12.75, 9.09, 7.61], [11.92, 10.35, 5.93], [10.77, 12.71, 6.40], [10.16, 13.25, 8.69], [8.94, 8.35, 14.17], [10.36, 8.82, 13.36], [10.42, 10.08, 13.03], [9.14, 10.68, 13.17], [8.83, 11.97, 12.73], [7.55, 12.46, 12.84], [6.56, 11.61, 13.36], [6.88, 10.32, 13.76], [8.20, 9.86, 13.79], [11.16, 8.11, 13.26], [9.69, 12.61, 12.44], [7.38, 13.51, 12.52], [5.52, 11.84, 13.40], [6.01, 9.71, 13.96], [14.92, 8.32, 14.34], [13.56, 8.57, 13.89], [13.35, 9.60, 13.19], [14.12, 10.52, 12.94], [14.80, 7.50, 15.04], [15.37, 9.15, 14.82], [15.55, 8.03, 13.52], [10.41, 14.03, 16.88], [10.75, 12.76, 15.70], [11.14, 11.24, 16.49], [11.90, 13.14, 14.69], [12.57, 14.18, 14.84], [12.05, 12.36, 13.68], [9.85, 12.51, 15.07]], "lowdin_charge": [1.01, 0.00, -0.21, 0.12, -0.01, -0.77, 0.14, 0.85, -0.25, -0.03, -0.03, -0.04, -0.14, 0.12, 0.08, 0.08, 0.08, 0.14, 0.11, 0.10, 0.10, 0.12, 0.11, 0.11, -0.07, -0.34, -0.01, -0.15, -0.04, -0.04, -0.01, -0.10, -0.33, -0.06, -0.04, -0.20, -0.06, -0.21, -0.02, -0.03, -0.07, -0.01, -0.20, -0.11, 0.09, 0.09, 0.05, -0.01, 0.05, 0.08, 0.08, 0.12, 0.11, 0.10, 0.09, 0.10, 0.07, 0.04, 0.08, 0.05, 0.08, 0.12, 0.10, 0.11, 0.10, 1.14, -0.45, -0.01, -0.29, -0.04, -0.04, -0.06, -0.06, -0.44, 0.08, 0.10, 0.11, 0.11, 0.11, 0.03, 0.02, -0.47, 0.00, 0.11, 0.09, 0.08, 0.62, -1.01, 0.63, -0.64, -0.01, -0.16, 0.06], "total_energy_ha": -4729.355046, "total_charge": 1, "e_above_lowest_ev": 0.8369, "largest_force_ev_per_a": 3.46}

# 2
{"formula": "C7H6O", "method": "ωB97M-V with the def2-TZVPD basis set", "symbols": ["C", "C", "C", "C", "C", "C", "C", "O", "H", "H", "H", "H", "H", "H"], "coordinates": [[-1.86, 1.23, -1.70], [-0.85, 0.84, -0.97], [0.24, 0.22, -0.53], [1.12, -0.14, -1.48], [0.37, -0.25, 0.78], [0.38, -1.62, 1.01], [-0.01, 0.66, 1.88], [-0.77, 1.71, 1.95], [-2.59, 1.79, -1.89], [0.88, 0.71, -2.36], [2.11, -0.77, -1.30], [0.43, -2.13, 1.96], [0.72, -2.17, -0.01], [-0.16, -0.06, 2.67]], "nbo_charge": [-0.16, 0.01, -0.23, -0.31, -0.13, -0.28, 0.37, -0.49, 0.19, 0.25, 0.23, 0.22, 0.22, 0.11], "total_energy_ha": -345.299358, "smiles": "C#CC(=C)C(=C)C=O", "total_charge": 0, "e_above_lowest_ev": 6.1458, "largest_force_ev_per_a": 15.01}

# 3
{"formula": "C3H4BrNO", "method": "ωB97M-V with the def2-TZVPD basis set", "symbols": ["C", "C", "Br", "H", "H", "H", "N", "C", "O", "H"], "coordinates": [[-0.30, 1.29, -0.62], [-1.00, 0.59, 0.28], [-2.60, -0.34, -0.08], [0.76, 1.55, -0.49], [-0.38, 1.25, -1.69], [-0.91, 0.91, 1.27], [0.74, -0.77, 0.91], [1.26, -1.30, -0.04], [1.86, -1.55, -0.99], [0.57, -1.63, 1.47]], "nbo_charge": [-0.47, -0.23, 0.05, 0.21, 0.20, 0.20, -0.75, 0.85, -0.47, 0.41], "total_energy_ha": -2820.641524, "smiles": "C=CBr.N=C=O", "total_charge": 0, "e_above_lowest_ev": 1.9546, "largest_force_ev_per_a": 3.51}

# 4
{"formula": "C34H26N9O3Sn", "method": "ωB97M-V with the def2-TZVPD basis set", "symbols": ["Sn", "O", "C", "C", "C", "C", "N", "C", "C", "C", "C", "C", "C", "O", "C", "C", "N", "H", "H", "H", "H", "H", "H", "H", "H", "H", "H", "H", "H", "C", "O", "C", "C", "C", "C", "C", "C", "C", "N", "C", "C", "N", "C", "C", "C", "C", "N", "C", "C", "N", "C", "C", "C", "C", "H", "H", "H", "H", "H", "H", "H", "H", "H", "H", "H", "H", "H", "H", "N", "C", "N", "C", "N"], "coordinates": [[1.71, -2.35, -1.49], [8.00, -3.06, 2.02], [7.92, -3.36, 0.64], [6.50, -3.31, 0.20], [6.22, -3.39, -1.14], [5.01, -3.10, -1.63], [3.95, -3.00, -0.79], [4.11, -2.89, 0.57], [5.46, -3.06, 1.06], [2.94, -2.67, 1.38], [3.02, -2.67, 2.79], [1.94, -2.29, 3.58], [2.01, -2.00, 5.08], [1.06, -1.07, 5.58], [0.75, -2.15, 2.90], [0.72, -2.02, 1.49], [1.82, -2.23, 0.70], [8.91, -2.98, 2.35], [8.37, -4.35, 0.37], [8.40, -2.63, -0.06], [6.99, -3.65, -1.89], [4.81, -3.13, -2.68], [5.65, -2.98, 2.12], [3.97, -2.94, 3.31], [3.08, -1.69, 5.21], [1.75, -2.91, 5.65], [0.88, -0.35, 4.97], [-0.20, -1.96, 3.41], [-0.13, -1.56, 1.01], [-7.45, 8.43, -0.45], [-7.74, 6.98, -0.44], [-6.68, 6.19, -0.68], [-6.94, 4.95, -1.33], [-5.94, 4.11, -1.64], [-4.66, 4.27, -1.08], [-4.39, 5.48, -0.37], [-5.40, 6.42, -0.15], [-3.62, 3.27, -1.14], [-2.29, 3.43, -0.87], [-1.71, 2.21, -1.17], [-2.69, 1.30, -1.57], [-3.90, 2.00, -1.52], [-2.41, -0.07, -1.79], [-3.32, -1.11, -2.00], [-2.95, -2.46, -1.93], [-1.60, -2.75, -1.76], [-0.68, -1.81, -1.76], [-1.03, -0.49, -1.66], [0.03, 0.51, -1.37], [1.36, 0.22, -1.37], [2.30, 1.15, -1.16], [1.96, 2.46, -0.77], [0.64, 2.84, -0.82], [-0.32, 1.86, -1.07], [-8.46, 8.89, -0.41], [-6.94, 8.82, -1.37], [-6.84, 8.67, 0.43], [-7.96, 4.64, -1.61], [-6.22, 3.18, -2.21], [-3.35, 5.63, 0.02], [-5.34, 7.34, 0.47], [-4.83, 1.76, -1.88], [-4.40, -0.88, -2.04], [-3.64, -3.31, -1.95], [-1.25, -3.78, -1.66], [3.35, 0.81, -1.16], [2.79, 3.14, -0.65], [0.29, 3.84, -0.67], [2.37, -8.39, 0.19], [1.70, -7.45, -0.09], [0.68, -6.68, -0.41], [0.92, -5.52, -0.78], [0.92, -4.35, -1.04]], "lowdin_charge": [1.19, -0.04, -0.20, -0.19, -0.02, -0.11, -0.04, -0.17, 0.08, -0.17, 0.07, -0.16, -0.19, -0.04, 0.01, -0.06, -0.04, 0.11, 0.15, 0.15, 0.15, 0.11, 0.11, 0.14, 0.14, 0.15, 0.10, 0.14, 0.11, -0.04, -0.09, -0.28, -0.01, -0.05, -0.16, 0.00, 0.00, -0.26, 0.18, -0.17, -0.11, 0.18, -0.08, 0.02, -0.01, -0.14, -0.03, -0.12, -0.14, -0.03, -0.10, -0.03, 0.02, -0.08, 0.10, 0.11, 0.08, 0.14, 0.12, 0.12, 0.12, 0.16, 0.13, 0.12, 0.10, 0.12, 0.11, 0.12, 0.10, -0.38, 0.09, -0.34, -0.04], "total_energy_ha": -2243.854777, "total_charge": 1, "e_above_lowest_ev": 0.4570, "largest_force_ev_per_a": 5.11}

# 5
{"formula": "C4H7IN", "method": "ωB97M-V with the def2-TZVPD basis set", "symbols": ["C", "C", "C", "C", "N", "I", "H", "H", "H", "H", "H", "H", "H"], "coordinates": [[-0.19, -0.98, 0.64], [-0.73, -1.60, -0.43], [-0.36, 0.11, 1.58], [0.56, 1.66, -1.54], [0.88, -0.33, 0.92], [-1.04, 0.57, -1.86], [0.00, -2.14, -0.99], [-1.69, -1.85, -0.14], [-0.75, 1.11, 1.20], [-0.41, 0.07, 2.61], [0.48, 2.56, -1.11], [1.37, 1.20, -1.97], [1.88, -0.38, 1.09]], "nbo_charge": [0.27, -0.53, -0.23, -0.55, -0.51, 0.72, 0.25, 0.26, 0.19, 0.23, 0.21, 0.21, 0.46], "total_energy_ha": -508.590383, "total_charge": 1, "e_above_lowest_ev": 5.8068, "largest_force_ev_per_a": 3.81}

# 6
{"formula": "C4H10NO2", "method": "ωB97M-V with the def2-TZVPD basis set", "symbols": ["N", "C", "C", "O", "C", "C", "O", "H", "H", "H", "H", "H", "H", "H", "H", "H", "H"], "coordinates": [[-0.43, 1.51, -1.24], [0.03, 0.70, -0.07], [1.57, 0.90, -0.02], [2.13, 1.27, -1.01], [-0.16, -0.79, -0.25], [-0.14, -1.51, 1.13], [-1.37, -1.41, 1.79], [-1.45, 1.49, -1.30], [-0.09, 2.47, -1.17], [-0.06, 1.16, -2.12], [-0.30, 1.16, 0.86], [2.06, 0.75, 0.95], [0.63, -1.23, -0.85], [-1.12, -1.10, -0.66], [0.62, -1.04, 1.76], [0.13, -2.56, 0.98], [-2.06, -1.77, 1.23]], "nbo_charge": [-0.66, -0.16, 0.43, -0.49, -0.47, -0.05, -0.70, 0.45, 0.46, 0.46, 0.25, 0.17, 0.24, 0.23, 0.18, 0.19, 0.47], "total_energy_ha": -363.362278, "smiles": "[NH3+][C@H](C=O)CCO", "total_charge": 1, "e_above_lowest_ev": 1.9967, "largest_force_ev_per_a": 2.16}

# 7
{"formula": "C11H19NO", "method": "ωB97M-V with the def2-TZVPD basis set", "symbols": ["C", "C", "C", "C", "C", "C", "C", "C", "C", "C", "C", "N", "O", "H", "H", "H", "H", "H", "H", "H", "H", "H", "H", "H", "H", "H", "H", "H", "H", "H", "H", "H"], "coordinates": [[0.68, -0.41, -2.87], [0.68, -0.13, -1.68], [-1.18, 0.04, 0.46], [-0.56, -2.36, 0.71], [-2.10, -1.32, -1.23], [-2.73, -1.27, 1.24], [3.02, 1.00, -0.25], [0.99, 2.59, -0.50], [1.45, 1.27, 1.58], [-1.61, -1.30, 0.23], [1.55, 1.28, 0.09], [0.79, 0.12, -0.41], [-1.50, 1.11, 0.81], [0.46, -0.48, -3.85], [-1.01, -3.35, 1.12], [0.20, -2.69, 0.08], [-0.06, -1.90, 1.64], [-2.27, -2.39, -1.47], [-3.09, -0.88, -1.25], [-1.37, -0.92, -1.91], [-2.36, -1.19, 2.24], [-3.56, -0.36, 1.12], [-3.29, -2.30, 1.16], [3.23, 0.03, 0.23], [3.06, 1.12, -1.32], [3.46, 1.74, 0.44], [0.68, 2.25, -1.53], [1.79, 3.37, -0.91], [0.20, 3.09, 0.09], [2.13, 0.50, 1.99], [1.85, 2.28, 1.91], [0.47, 1.46, 2.05]], "nbo_charge": [-0.44, 0.17, 0.93, -0.58, -0.60, -0.60, -0.62, -0.65, -0.63, -0.27, 0.10, -0.63, -0.47, 0.22, 0.22, 0.24, 0.22, 0.22, 0.22, 0.28, 0.22, 0.23, 0.23, 0.21, 0.23, 0.21, 0.23, 0.21, 0.22, 0.22, 0.21, 0.22], "total_energy_ha": -560.309237, "total_charge": 0, "e_above_lowest_ev": 3.5304, "largest_force_ev_per_a": 5.95}

# 8
{"formula": "H37O18", "method": "ωB97M-V with the def2-TZVPD basis set", "symbols": ["O", "H", "H", "O", "H", "O", "H", "H", "O", "H", "H", "O", "H", "H", "O", "H", "H", "O", "H", "H", "O", "H", "H", "O", "H", "H", "O", "H", "H", "O", "H", "H", "O", "H", "H", "O", "H", "H", "O", "H", "H", "O", "H", "H", "O", "H", "H", "O", "H", "H", "O", "H", "H", "H", "H"], "coordinates": [[-0.72, 1.76, -2.06], [-3.15, 3.62, 3.18], [0.90, 3.29, 0.93], [0.98, 4.22, 0.68], [-0.24, 1.00, -2.39], [3.44, 4.31, 1.32], [2.83, 4.65, 0.64], [1.62, 0.23, -1.33], [2.68, 0.11, 0.99], [2.11, -0.62, 1.29], [2.75, 1.03, 1.58], [2.97, -0.31, -2.07], [3.39, -1.01, -1.57], [2.82, -0.43, -3.01], [-3.43, 0.64, -2.82], [-4.00, 1.24, -2.35], [-2.58, 1.07, -2.97], [3.65, -2.49, -3.26], [-2.82, -3.31, -3.66], [0.31, -0.38, -0.65], [-0.43, -2.28, 0.71], [-0.70, -2.54, 1.58], [-1.03, -1.69, 0.25], [-1.44, 0.26, 5.15], [-1.04, 0.02, 6.00], [1.57, -3.26, -0.45], [0.89, 0.40, -0.64], [3.08, -2.90, -2.60], [1.61, 0.34, 0.43], [2.90, 1.91, 2.60], [3.84, 2.02, 2.82], [2.73, 2.84, 2.35], [-0.93, -4.80, -1.63], [-1.84, -4.78, -1.33], [-0.53, -4.10, -1.10], [-2.37, 3.96, 2.71], [-2.14, -0.39, 5.05], [-1.92, 4.19, 3.54], [-5.10, -1.08, 0.12], [-5.77, -0.42, -0.04], [-5.50, -1.90, 0.43], [-0.14, -0.02, 2.27], [-0.09, 0.81, 1.79], [-0.56, 0.16, 3.12], [2.16, -2.61, -0.02], [-0.17, 2.13, -1.38], [2.50, -3.24, 0.63], [-2.88, -2.35, -3.69], [4.32, 4.38, 0.94], [-3.74, -2.00, -3.42], [-1.42, -1.24, -1.94], [-2.03, -0.52, -1.76], [-1.98, -1.73, -2.63], [4.59, -2.66, -3.19], [0.05, 4.46, 0.84]], "nbo_charge": [-0.96, 0.47, 0.46, -0.94, 0.48, -0.98, 0.51, 0.54, -0.92, 0.53, 0.51, -0.98, 0.52, 0.52, -0.97, 0.48, 0.50, -0.98, 0.50, 0.54, -0.99, 0.49, 0.50, -0.96, 0.48, 0.48, -0.94, 0.49, 0.50, -0.91, 0.51, 0.53, -0.94, 0.47, 0.47, -0.94, 0.48, 0.47, -0.95, 0.48, 0.48, -0.97, 0.46, 0.51, -0.95, 0.48, 0.48, -0.93, 0.48, 0.51, -1.06, 0.48, 0.50, 0.49, 0.50], "total_energy_ha": -1376.232421, "total_charge": 1, "e_above_lowest_ev": 4.2402, "largest_force_ev_per_a": 2.92}

# 9
{"formula": "CN2O2", "method": "ωB97M-V with the def2-TZVPD basis set", "symbols": ["O", "C", "O", "N", "N"], "coordinates": [[-1.52, -0.75, 0.38], [-1.32, 0.24, -0.14], [-1.13, 1.23, -0.70], [1.83, -0.92, 0.35], [2.01, 0.15, 0.14]], "nbo_charge": [-0.50, 1.02, -0.52, 0.00, 0.00], "total_energy_ha": -298.175169, "smiles": "O=C=O.N#N", "total_charge": 0, "e_above_lowest_ev": 0.0237, "largest_force_ev_per_a": 2.97}

# 10
{"formula": "C5H10FNO", "method": "ωB97M-V with the def2-TZVPD basis set", "symbols": ["C", "C", "C", "C", "C", "N", "O", "F", "H", "H", "H", "H", "H", "H", "H", "H", "H", "H"], "coordinates": [[-0.60, -0.90, -1.58], [1.20, 0.75, 1.71], [0.07, -1.27, 2.49], [-0.23, 1.09, -3.01], [0.28, 0.19, 2.54], [-0.85, 0.42, -1.91], [0.36, -1.59, -1.84], [-0.28, 0.90, 3.55], [1.47, 1.86, 1.76], [-1.43, -1.29, -0.95], [1.66, 0.06, 0.97], [0.60, -1.81, 3.35], [0.38, -1.76, 1.49], [-1.12, -1.37, 2.64], [-0.91, 1.64, -3.69], [0.45, 1.91, -2.63], [0.36, 0.33, -3.62], [-1.41, 0.85, -1.26]], "nbo_charge": [0.53, -0.36, -0.72, -0.43, 0.31, -0.63, -0.60, -0.32, 0.19, 0.10, 0.20, 0.22, 0.24, 0.23, 0.20, 0.19, 0.24, 0.39], "s2": 2.0063, "multiplicity": 3, "total_energy_ha": -426.165941, "total_charge": 0, "e_above_lowest_ev": 1.2724, "largest_force_ev_per_a": 8.66}

# 11
{"formula": "C5H11NO", "method": "ωB97M-V with the def2-TZVPD basis set", "symbols": ["C", "C", "N", "C", "C", "C", "O", "H", "H", "H", "H", "H", "H", "H", "H", "H", "H", "H"], "coordinates": [[0.99, 0.40, -1.63], [0.35, 1.06, -0.45], [0.11, 0.20, 0.74], [-0.22, 1.02, 1.91], [-0.72, -0.89, 0.61], [-0.50, -1.90, -0.49], [-1.50, -1.14, 1.49], [1.38, 1.14, -2.32], [1.79, -0.29, -1.37], [0.28, -0.17, -2.22], [-0.62, 1.56, -0.62], [1.02, 1.83, -0.07], [-1.26, 1.39, 1.95], [0.40, 1.89, 1.91], [-0.06, 0.43, 2.80], [-0.66, -1.49, -1.48], [0.49, -2.37, -0.40], [-1.28, -2.66, -0.36]], "nbo_charge": [-0.62, -0.22, -0.44, -0.41, 0.68, -0.71, -0.60, 0.22, 0.22, 0.20, 0.18, 0.20, 0.20, 0.19, 0.22, 0.22, 0.23, 0.24], "total_energy_ha": -327.098169, "smiles": "CCN(C)C(C)=O", "total_charge": 0, "e_above_lowest_ev": 0.9028, "largest_force_ev_per_a": 1.29}

# 12
{"formula": "C4H2CsFLiO4", "method": "ωB97M-V with the def2-TZVPD basis set", "symbols": ["O", "C", "O", "O", "C", "C", "O", "C", "Cs", "H", "H", "F", "Li"], "coordinates": [[1.39, 0.90, -1.79], [0.56, 0.13, -1.33], [0.86, -0.89, -0.60], [0.86, 0.92, 2.74], [1.14, 1.82, 2.08], [-0.45, -1.21, 0.30], [-0.80, 0.57, -0.94], [-1.60, -0.59, -0.50], [4.54, 3.37, -0.16], [-0.60, -1.09, 1.38], [-0.41, -2.30, 0.28], [-1.91, -1.72, -1.35], [-3.56, 0.09, -0.11]], "nbo_charge": [-0.64, 0.97, -0.50, -0.48, 0.49, -0.16, -0.59, 0.01, 1.00, 0.21, 0.21, -0.42, 0.91], "total_energy_ha": -581.836110, "total_charge": 1, "largest_force_ev_per_a": 4.92}

Number 12 is which compound? C4H2CsFLiO4